Record 1
C16H32BClN4O4Pb | ωB97M-V/def2-TZVPD

XYZ file:
```
59
Properties=species:S:1:pos:R:3:forces:R:3
Pb 0.150 1.175 1.479 -0.264 -0.340 0.495
Cl -1.977 -1.642 3.235 -0.493 0.176 0.916
O -1.243 -1.117 2.084 0.407 0.550 -0.790
O -1.103 -2.493 3.985 -0.063 0.116 -0.024
O -2.427 -0.513 4.027 0.169 -0.415 -0.343
O -3.114 -2.389 2.755 0.132 0.181 -0.171
B 0.410 2.609 3.633 1.091 0.462 -0.062
H 0.374 2.778 4.816 -0.446 -0.107 0.025
H -0.637 2.363 3.058 -1.058 -0.112 0.198
H 0.844 3.580 3.046 0.048 0.025 -0.168
H 1.192 1.680 3.435 0.133 -0.236 -0.007
C 5.200 -3.968 0.832 0.125 0.189 -0.330
C 4.505 -3.027 1.793 0.129 -0.192 0.154
C 3.747 -1.943 1.048 -0.415 0.381 -0.180
C 2.710 -1.303 1.857 0.312 -0.156 -0.101
N 1.868 -0.833 2.475 -0.158 0.275 0.044
H 5.937 -3.395 0.262 0.088 -0.169 -0.045
H 4.507 -4.401 0.108 -0.046 -0.117 0.095
H 5.715 -4.764 1.363 0.024 -0.069 -0.035
H 5.280 -2.562 2.402 -0.201 0.042 0.285
H 3.818 -3.562 2.448 0.046 -0.044 0.055
H 3.216 -2.343 0.177 0.146 -0.084 0.002
H 4.422 -1.164 0.689 -0.009 -0.037 -0.072
C 2.015 5.354 -2.845 0.977 0.151 -1.292
C 0.565 5.728 -2.832 -0.864 0.232 -0.150
C -0.093 5.746 -1.448 -0.408 0.825 -0.375
C -0.014 4.520 -0.675 -0.037 0.189 0.065
N 0.043 3.597 -0.003 0.129 -0.312 -0.023
H 2.268 4.448 -2.299 -0.085 0.125 0.336
H 2.669 6.192 -2.595 -0.098 -0.145 0.667
H 2.332 5.159 -3.878 -0.219 -0.152 0.063
H -0.024 5.126 -3.530 0.098 -0.446 0.333
H 0.395 6.727 -3.246 0.353 0.101 0.144
H -1.139 6.035 -1.587 -0.078 -0.362 0.152
H 0.302 6.569 -0.845 0.298 -0.229 0.087
C -6.199 0.084 -0.636 0.120 0.412 -0.019
C -5.262 -0.502 0.418 -0.372 -0.085 -0.230
C -4.614 0.570 1.295 -0.055 0.744 -0.475
C -3.331 1.048 0.792 -0.181 -0.196 0.310
N -2.355 1.510 0.407 0.408 0.010 -0.110
H -6.940 0.746 -0.177 -0.029 -0.120 0.034
H -6.735 -0.695 -1.176 0.048 -0.035 -0.022
H -5.654 0.696 -1.361 0.006 -0.110 -0.010
H -4.504 -1.102 -0.083 0.066 -0.173 0.239
H -5.848 -1.149 1.065 0.144 -0.195 0.077
H -4.503 0.287 2.337 0.173 -0.140 0.070
H -5.220 1.487 1.237 -0.160 -0.247 0.368
C 1.160 -4.765 -3.231 -0.010 0.015 -0.010
C 1.126 -3.665 -2.183 0.384 0.625 -0.612
C -0.030 -2.660 -2.374 0.219 -0.196 1.190
C 0.145 -1.561 -1.421 -0.118 -0.417 -0.518
N 0.311 -0.712 -0.677 0.216 0.396 0.243
H 0.445 -5.560 -3.025 -0.009 -0.030 -0.007
H 2.166 -5.182 -3.259 -0.082 -0.226 -0.013
H 0.951 -4.368 -4.226 -0.014 0.010 0.006
H 2.035 -3.066 -2.311 0.061 -0.143 0.184
H 1.146 -4.072 -1.173 -0.171 0.059 0.051
H -0.981 -3.119 -2.095 -0.149 -0.008 -0.532
H -0.019 -2.221 -3.369 -0.257 -0.244 -0.161
```
Forces are in eV/Å.

charge = 0
HOMO = -9.0 eV
energy = -49698.459 eV
lowest unoccupied orbital energy = 0.0038 hartree
molar mass = 597.9 g/mol

---

Record 2
C16H32BF6N2O14PS2 | ωB97M-V/def2-TZVPD

XYZ file:
```
74
Properties=species:S:1:pos:R:3:forces:R:3
C -5.162 3.584 -3.583 -0.464 -0.252 -0.015
O -4.474 2.583 -2.802 0.048 0.191 0.138
B -3.190 2.748 -2.491 -0.238 0.015 -0.271
O -2.506 3.899 -2.816 -0.129 -0.518 -0.168
N -2.537 1.639 -1.664 -0.066 0.682 -0.002
P -1.359 2.344 -0.336 0.177 -0.233 0.724
O -0.227 3.070 -1.226 -0.384 -0.075 -0.164
O -2.262 3.546 0.203 -0.250 0.051 -0.407
C -3.567 0.900 -0.850 0.161 -0.794 0.445
C -3.012 -0.466 -0.486 -0.689 -0.167 -0.266
C -3.803 -1.143 0.629 0.306 0.144 -0.370
O -3.097 -2.322 0.926 -0.688 -0.073 0.471
C -2.419 -2.340 2.166 0.559 -0.146 -0.154
O -1.109 -2.748 1.918 0.112 -0.008 0.360
C -0.128 -1.800 2.337 0.225 0.194 -0.160
C -0.184 -0.557 1.453 -0.186 0.489 0.478
O 1.068 0.091 1.378 -0.914 -0.488 0.691
C -3.099 -1.299 -1.769 -0.010 0.780 0.075
C -2.339 -0.588 -2.912 0.255 -0.668 -0.076
C -1.240 -1.518 -3.505 0.148 0.019 -0.194
O 0.004 -0.870 -3.692 -0.159 0.115 -0.014
C 0.965 -1.324 -2.738 0.458 -0.308 0.086
O 2.171 -0.722 -2.975 -0.171 0.009 -0.104
C 2.407 0.458 -2.218 0.529 0.148 0.102
C 2.760 0.181 -0.750 -0.108 0.592 -0.341
O 4.125 0.451 -0.507 -0.118 -0.173 -0.567
C -1.667 0.709 -2.493 -0.077 0.265 -0.190
H -6.194 3.256 -3.663 0.010 -0.069 0.023
H -4.739 3.637 -4.581 0.148 0.122 -0.005
H -5.149 4.548 -3.086 0.210 0.057 -0.009
H -1.745 3.769 -3.388 0.208 0.364 0.044
H -0.228 2.893 -2.170 0.337 0.030 -0.114
H -2.525 4.216 -0.449 0.233 0.220 0.156
H -3.822 1.482 0.036 0.111 0.261 -0.059
H -4.472 0.753 -1.431 -0.007 0.281 -0.139
H -1.988 -0.397 -0.128 -0.250 0.155 -0.143
H -4.817 -1.385 0.295 0.003 -0.094 -0.022
H -3.904 -0.475 1.489 0.098 -0.054 0.146
H -2.898 -3.042 2.851 -0.084 -0.141 -0.145
H -2.420 -1.341 2.610 -0.156 0.067 0.098
H 0.857 -2.249 2.278 -0.085 -0.223 -0.143
H -0.278 -1.527 3.383 0.024 0.016 0.049
H -0.561 -0.809 0.454 0.493 -0.444 0.087
H -0.920 0.139 1.885 -0.091 -0.003 -0.106
H 0.915 0.902 0.890 -0.072 0.289 0.313
H -4.164 -1.324 -2.010 -0.026 -0.316 -0.104
H -2.744 -2.312 -1.617 0.023 -0.063 0.060
H -3.016 -0.369 -3.738 -0.174 0.159 0.111
H -1.085 -2.392 -2.872 -0.185 -0.019 0.146
H -1.591 -1.887 -4.468 0.118 -0.013 -0.095
H 1.097 -2.404 -2.846 -0.038 -0.029 -0.141
H 0.610 -1.144 -1.710 -0.103 0.145 0.008
H 3.275 0.942 -2.663 0.004 -0.049 -0.120
H 1.572 1.163 -2.321 -0.213 -0.127 -0.010
H 2.524 -0.857 -0.507 0.080 0.191 -0.121
H 2.132 0.806 -0.109 0.741 -0.120 -0.576
H 4.197 1.090 0.200 0.082 -0.035 0.524
H -1.370 1.245 -3.396 0.117 0.072 0.037
H -0.747 0.531 -1.933 -0.065 -0.166 0.095
C 7.214 -1.193 5.667 -0.007 -0.168 -0.191
F 7.842 -0.703 6.735 0.023 0.099 0.125
F 8.040 -1.109 4.622 0.043 0.037 -0.035
F 6.958 -2.484 5.889 -0.023 -0.047 0.043
S 5.666 -0.239 5.380 0.233 0.008 0.238
O 6.102 1.102 5.117 0.018 0.031 -0.184
O 4.877 -0.451 6.559 -0.104 -0.134 -0.036
N 5.193 -1.054 4.102 -0.506 0.490 0.094
S 3.843 -0.662 3.393 0.090 -0.414 -0.013
O 3.850 0.594 2.695 0.098 0.273 -0.257
O 2.641 -0.984 4.117 -0.048 -0.084 -0.027
C 3.950 -1.946 2.071 0.657 -0.186 0.122
F 3.977 -3.179 2.584 -0.106 0.018 0.041
F 5.042 -1.790 1.322 -0.094 0.020 0.043
F 2.885 -1.868 1.264 -0.091 -0.197 0.086
```
Forces are in eV/Å.

charge = 0
HOMO = -8.0 eV
energy = -96694.699 eV
lowest unoccupied orbital energy = -0.0647 hartree
molar mass = 696.3 g/mol

---

Record 3
C16H32BN3O8 | ωB97M-V/def2-TZVPD

XYZ file:
```
60
Properties=species:S:1:pos:R:3:forces:R:3
C -0.542 -5.049 0.020 -0.119 -0.003 -0.059
C -1.245 -3.915 -0.747 -0.053 0.135 0.288
N -0.380 -3.056 -1.566 0.157 -0.350 0.051
C 0.565 -2.271 -0.773 -0.115 0.217 -0.125
C -0.051 -0.953 -0.248 -0.197 0.051 0.168
C 0.828 0.293 -0.476 0.460 -0.362 0.269
B 2.180 0.118 0.413 0.034 0.411 0.369
O 3.304 0.879 0.132 -0.356 0.166 -0.293
O 2.193 -0.846 1.357 -0.069 -0.387 -0.534
C 3.396 -1.578 1.643 0.057 0.210 0.265
C 1.315 0.347 -1.944 -0.181 0.007 -0.210
N 1.258 1.666 -2.545 -0.225 0.085 0.237
C 1.595 2.819 -1.725 0.354 -0.008 -0.017
C 0.910 2.797 -0.357 0.111 0.165 -0.173
N 0.086 1.567 -0.081 -0.165 0.091 -0.168
C -1.292 1.756 -0.697 0.042 -0.413 -0.134
C -1.485 1.389 -2.167 0.200 0.157 -0.130
O -1.916 2.205 -2.929 -0.139 -0.001 -0.010
C -0.125 1.550 1.445 -0.235 0.333 0.032
O -0.881 2.621 1.785 0.116 0.072 0.118
C -2.069 2.312 2.568 -0.223 0.192 0.063
C 0.114 -3.680 -2.722 0.086 0.309 0.194
C 0.674 -2.768 -3.792 -0.010 0.099 0.099
O 0.021 -4.869 -2.887 -0.323 -0.330 -0.258
H -1.024 -6.001 -0.192 0.027 -0.024 -0.022
H 0.498 -5.149 -0.287 0.014 -0.006 0.028
H -0.588 -4.893 1.097 0.093 0.021 0.004
H -1.738 -3.250 -0.033 -0.030 0.028 -0.047
H -2.032 -4.300 -1.390 0.099 -0.061 -0.079
H 1.466 -2.101 -1.363 -0.047 0.083 -0.008
H 0.878 -2.864 0.089 0.092 -0.030 -0.051
H -0.213 -1.079 0.819 -0.066 -0.006 0.020
H -1.037 -0.850 -0.703 0.084 0.055 -0.137
H 3.532 1.545 0.788 0.333 -0.235 0.108
H 3.986 -1.061 2.398 -0.025 -0.051 0.070
H 4.004 -1.697 0.748 -0.031 0.031 -0.044
H 3.089 -2.554 2.007 0.038 0.021 0.072
H 2.313 -0.108 -2.017 0.031 0.074 0.141
H 0.653 -0.298 -2.524 0.090 -0.015 -0.072
H 1.825 1.684 -3.382 -0.203 -0.005 -0.123
H 1.278 3.715 -2.257 -0.067 -0.059 -0.080
H 2.675 2.914 -1.567 -0.011 -0.043 0.082
H 0.244 3.644 -0.235 -0.060 -0.023 0.060
H 1.650 2.878 0.432 0.008 -0.132 0.032
H -1.990 1.166 -0.102 -0.030 -0.010 -0.032
H -1.563 2.801 -0.613 0.009 0.036 0.200
H -1.322 0.344 -2.481 0.014 0.032 0.067
H -0.598 0.605 1.701 0.051 -0.078 0.005
H 0.877 1.632 1.881 0.051 -0.240 -0.073
H -2.413 3.207 3.074 0.063 0.067 0.006
H -1.843 1.579 3.340 0.030 -0.025 -0.043
H -2.872 1.967 1.914 0.048 -0.099 0.012
H 0.080 -1.858 -3.861 0.022 0.011 -0.017
H 1.709 -2.492 -3.586 0.022 -0.054 -0.067
H 0.621 -3.297 -4.739 0.137 -0.035 0.020
C -4.328 3.867 5.207 0.113 0.025 -0.001
O -5.425 4.201 5.664 -0.050 0.026 0.050
O -3.209 4.573 5.742 -0.088 -0.063 -0.060
O -4.011 3.022 4.351 0.006 -0.102 -0.091
H -3.626 5.173 6.370 0.028 0.040 0.032
```
Forces are in eV/Å.

charge = 0
HOMO = -6.6 eV
energy = -38636.274 eV
lowest unoccupied orbital energy = -0.0319 hartree
molar mass = 405.3 g/mol

---

Record 4
C16H32BN6O6 | ωB97M-V/def2-TZVPD

XYZ file:
```
61
Properties=species:S:1:pos:R:3:forces:R:3
C 2.630 0.912 4.547 -1.156 0.325 0.321
C 1.240 0.281 3.863 0.793 0.639 -0.392
C 0.443 1.603 3.223 0.315 -0.182 2.857
N -0.788 1.168 2.468 1.422 -1.437 -3.311
C -0.621 0.477 1.301 -1.135 -0.967 -2.340
N 0.505 -0.038 0.493 -0.690 2.033 1.355
C 1.792 0.640 0.297 2.749 0.953 0.821
C 1.748 2.207 -0.228 -3.623 5.525 0.665
O 0.823 3.119 0.185 5.128 -6.582 -2.192
N 2.795 2.798 -1.197 -0.893 -2.095 1.630
C 4.200 2.432 -0.787 1.769 0.757 -0.697
C 2.478 2.452 -2.632 -1.056 -0.006 -0.487
C 0.296 -1.496 0.208 -0.190 -0.845 1.619
C 1.086 -2.258 -1.002 -1.055 -0.855 0.107
O 2.490 -2.518 -0.537 -2.230 1.511 0.915
N 3.255 -2.716 -1.626 3.581 2.929 -1.647
O 4.123 -1.843 -1.695 -2.610 -3.140 0.344
C -1.352 -1.507 0.277 0.257 -0.327 2.230
B -2.240 -2.510 -0.654 -2.709 -1.210 -1.078
O -3.619 -2.838 -0.141 4.099 0.866 1.259
N -1.867 -3.159 -1.968 -1.692 1.292 1.774
C -1.681 -2.169 -3.095 0.321 -1.178 -1.752
C -2.839 -4.280 -2.343 -0.282 -0.764 -0.984
N -1.836 -0.059 0.510 2.247 -0.592 0.901
C -2.137 0.758 -0.723 -0.502 1.971 -0.305
C -3.743 1.171 -0.629 0.220 0.699 0.901
C -3.840 2.210 0.678 -1.730 -0.636 4.216
O -4.323 1.833 1.865 3.442 2.641 -7.466
O -3.325 3.599 0.473 -0.831 -4.173 -1.341
H 3.429 0.072 4.742 -1.659 1.866 -0.309
H 3.065 1.793 3.885 -0.775 -2.065 1.203
H 2.264 1.438 5.554 1.122 -1.324 -2.066
H 1.520 -0.492 3.009 -0.608 1.601 1.673
H 0.588 -0.290 4.669 1.303 1.371 -1.749
H 0.055 2.203 4.179 0.808 -1.166 -2.306
H 1.171 2.309 2.639 -1.725 -1.498 0.682
H -1.788 1.346 2.781 1.529 -0.140 -0.709
H 2.542 0.084 -0.446 -2.053 0.827 1.589
H 2.374 0.660 1.339 -0.931 0.152 -2.169
H 4.737 1.888 -1.699 -1.059 0.736 2.245
H 4.813 3.446 -0.641 -1.386 -2.174 -0.232
H 4.297 1.854 0.225 -0.339 0.860 -2.044
H 3.259 2.910 -3.399 -1.571 -1.007 1.958
H 2.419 1.288 -2.731 0.215 1.939 -0.290
H 1.415 2.918 -2.875 2.267 -1.024 0.424
H 0.619 -2.022 1.230 -0.365 0.641 -2.501
H 1.077 -1.660 -2.012 0.150 -1.148 2.050
H 0.628 -3.351 -1.144 0.534 2.755 0.169
H -1.524 -1.966 1.366 0.231 0.721 -2.214
H -3.568 -2.711 0.863 -0.551 -0.094 -2.056
H -0.893 -1.326 -2.892 -1.758 -1.543 -0.115
H -1.253 -2.798 -4.016 -0.860 1.489 1.862
H -2.733 -1.782 -3.438 2.052 -0.257 0.611
H -2.463 -4.762 -3.353 -0.681 0.997 2.022
H -2.859 -5.158 -1.535 0.037 2.301 -1.695
H -3.929 -3.860 -2.544 2.202 -0.948 0.562
H -1.553 1.799 -0.680 -0.983 -2.305 -0.050
H -1.837 0.265 -1.740 -0.717 0.634 2.063
H -4.432 0.253 -0.372 1.507 1.898 -0.588
H -4.115 1.745 -1.590 0.814 -1.225 1.915
H -3.021 3.636 -0.502 -0.706 -0.019 2.142
```
Forces are in eV/Å.

charge = +1
HOMO = -12.0 eV
energy = -38994.864 eV
SMILES = CCCNC1=[N+](CCC(=O)O)[C@@H](B(O)N(C)C)[C@@H](CON=O)N1CC(=O)N(C)C
lowest unoccupied orbital energy = -0.1386 hartree
molar mass = 415.3 g/mol

---

> Among the records above, which one has the lowest molar mass?

C16H32BN3O8